Computed, not measured: 2 unconnected molecules or ions with the total composition C6H13NO, with ωB97M-V with the def2-TZVPD basis set.

The geometry in XYZ format:
```
21
Properties=species:S:1:pos:R:3:forces:R:3:lowdin_spin:R:1
C 1.4531 -1.0187 1.8325 3.483 -0.691 2.119 0.01
C 0.2041 -0.2778 1.6682 -0.771 1.141 1.655 0.05
N 1.0863 0.3064 -1.9078 0.408 -2.770 1.695 0.25
C 0.6161 -0.3077 -0.7935 4.604 -3.309 -0.394 0.17
C -0.1617 0.0173 0.2817 -2.402 3.722 -0.055 0.29
C -1.1996 1.0208 -0.0330 -2.145 -4.153 5.455 0.03
C -1.0715 2.0644 -0.7192 3.255 5.531 -5.466 0.10
H 1.3462 -1.9896 1.3487 0.151 -0.345 0.509 0.00
H 1.5935 -1.1237 2.9871 -0.047 -0.326 -2.156 0.00
H 2.4615 -0.6151 1.4729 -1.607 0.005 0.225 0.00
H 0.1971 0.7332 2.2296 0.106 -1.221 -1.045 0.01
H -0.4443 -0.8751 2.3379 -0.841 0.392 -0.965 0.02
H 0.5462 0.8636 -2.5230 -0.388 0.944 -0.417 0.01
H 1.9486 -0.1799 -2.2423 -1.348 0.832 -0.265 0.00
H 1.1917 -1.3312 -0.5441 -0.715 2.560 -0.857 0.00
H -2.1826 0.9443 0.6120 1.536 -0.421 -1.635 0.01
H -1.7709 2.6022 -1.3225 -1.530 0.492 1.060 0.00
H -0.0863 2.5626 -1.1054 -1.101 -1.688 0.934 0.00
H -1.1339 -1.3476 -0.9279 -1.953 0.054 -0.620 0.01
H -2.5723 -0.6074 -1.2955 1.413 -1.408 0.133 0.00
O -2.0213 -1.4409 -1.3562 -0.110 0.660 0.090 0.04
```
Positions in Å, forces in eV/Å.

Calculated values
- HOMO level (alpha / beta): -14.00 / -14.64 eV
- Spin multiplicity: 2
- Charge: +1
- Energy above the lowest of the compared OMol25 structures with the same formula, charge and spin: 78.4 kcal/mol
- LUMO level (alpha / beta): -4.3531 / -7.3119 eV
- ⟨S²⟩: 0.7620
- Total energy: -365.98504 a.u.
- Orbital gap (alpha / beta): 9.649 / 7.328 eV